Record 1
The following is a quantum chemistry calculation of the molecule C3H7NO2, from the OMol25 dataset.

Cartesian coordinates (Å):
C (0.901, -1.124, 0.157)
C (0.041, -0.034, -0.385)
N (0.454, 1.270, 0.087)
C (-1.482, -0.186, -0.165)
O (-2.043, -1.269, 0.050)
O (-2.077, 0.975, 0.130)
H (1.013, -1.002, 1.361)
H (0.562, -2.041, -0.004)
H (1.858, -0.886, -0.345)
H (0.278, -0.247, -1.395)
H (0.876, 1.766, -0.622)
H (0.894, 1.116, 1.026)
H (-1.275, 1.663, 0.104)

Properties
Structure (SMILES) = C[C@H](N)C(=O)O
Frontier orbital gap = 10.4 eV
LUMO = 0.64 eV
Charge = 0
HOMO = -9.75 eV


Record 2
The following is a quantum chemistry calculation of the molecule C3H7NO2, from the OMol25 dataset.

Cartesian coordinates (Å):
C (1.530, 0.079, 1.484)
N (0.110, 0.288, 1.304)
C (-0.672, 0.164, 0.200)
O (-1.871, 0.371, 0.237)
O (-0.020, -0.199, -0.924)
C (-0.918, -0.311, -2.034)
H (1.725, -0.701, 2.230)
H (2.028, 0.999, 1.815)
H (1.973, -0.231, 0.537)
H (-0.469, 0.556, 2.084)
H (-1.697, -1.044, -1.816)
H (-0.320, -0.623, -2.890)
H (-1.398, 0.650, -2.228)

Properties
Structure (SMILES) = CNC(=O)OC
Frontier orbital gap = 10.6 eV
LUMO = 0.91 eV
Charge = 0
HOMO = -9.67 eV


Record 3
The following is a quantum chemistry calculation of a 2-piece molecular cluster, C3H7NO2 overall, from the OMol25 dataset.

Cartesian coordinates (Å):
C (1.017, -0.007, -1.359)
C (0.140, -0.795, -2.026)
N (1.022, 0.649, -0.080)
H (1.931, 0.171, -1.888)
H (0.237, -1.520, -2.767)
H (-0.976, -0.804, -1.853)
H (1.904, 0.972, 0.178)
H (-0.570, -0.879, 0.830)
H (0.197, 1.128, 0.173)
O (-0.676, -0.786, 1.805)
C (-1.205, 0.325, 2.199)
O (-1.454, 1.329, 1.507)
H (-1.566, 0.219, 3.282)

Properties
Spin multiplicity = 2
Frontier orbital gap (alpha / beta) = 9.9 / 6.2 eV
LUMO (alpha / beta) = -4.89 / -8.63 eV
Charge = +1
HOMO (alpha / beta) = -14.81 / -14.81 eV


Record 4
The following is a quantum chemistry calculation of the molecule C3H7NO2S, from the OMol25 dataset.

Cartesian coordinates (Å):
O (1.238, -0.760, -1.815)
C (1.500, 0.294, -1.304)
O (2.527, 1.070, -1.702)
N (0.807, 0.890, -0.246)
C (-0.609, 0.572, -0.187)
C (-0.954, -0.733, 0.572)
S (-1.977, -0.405, 2.029)
H (2.772, 0.781, -2.597)
H (1.386, 1.063, 0.564)
H (-1.146, 1.397, 0.286)
H (-0.949, 0.584, -1.216)
H (-1.422, -1.470, -0.061)
H (0.012, -1.109, 0.910)
H (-2.044, -1.674, 2.422)

Properties
Structure (SMILES) = O=C(O)NCCS
Frontier orbital gap = 9.9 eV
LUMO = 0.69 eV
Charge = 0
HOMO = -9.16 eV


Record 5
The following is a quantum chemistry calculation of the molecule C3H7NO2S, from the OMol25 dataset.

Cartesian coordinates (Å):
C (-2.703, 0.715, 0.393)
C (-2.237, -0.597, -0.432)
O (-0.983, -0.983, 0.004)
C (-0.126, -0.062, 0.018)
O (-0.110, 1.078, -0.297)
N (1.034, -0.564, 0.501)
S (2.611, 0.070, -0.135)
H (-3.657, 0.771, 0.054)
H (-2.294, 1.701, -0.021)
H (-2.450, 0.757, 1.585)
H (-2.061, -0.049, -1.512)
H (-3.018, -1.404, -0.319)
H (1.062, -1.518, 0.739)
H (2.546, 1.485, 0.599)

Properties
Structure (SMILES) = CCOC(=O)NS
Frontier orbital gap = 9.8 eV
LUMO = 0.60 eV
Charge = 0
HOMO = -9.18 eV


Record 6
The following is a quantum chemistry calculation of the molecule C3H7NO2S, from the OMol25 dataset.

Cartesian coordinates (Å):
C (-1.712, -0.222, -0.624)
C (-0.717, -0.732, 0.444)
C (0.365, 0.380, 0.620)
N (1.682, -0.063, 1.004)
S (1.613, 0.475, -0.536)
O (2.242, 1.791, -0.732)
O (1.654, -0.461, -1.607)
H (-2.295, -1.162, -0.912)
H (-1.194, 0.225, -1.483)
H (-2.382, 0.511, -0.099)
H (-0.167, -1.604, 0.033)
H (-1.308, -1.030, 1.321)
H (0.153, 1.583, 0.797)
H (2.066, 0.309, 1.773)

Properties
Structure (SMILES) = CC[C@H]1NS1(=O)=O
Frontier orbital gap = 11.0 eV
LUMO = 0.65 eV
Charge = 0
HOMO = -10.39 eV


Record 7
The following is a quantum chemistry calculation of a 2-piece molecular cluster, C3H7NO2S overall, from the OMol25 dataset.

Cartesian coordinates (Å):
C (0.168, 1.051, -0.926)
C (0.376, -0.501, 1.200)
C (-0.278, 0.544, 0.437)
N (0.745, 0.247, -1.781)
O (-0.005, 2.220, -1.066)
O (-1.090, 1.350, 1.116)
S (-1.946, -0.895, -0.659)
H (1.240, -0.085, 1.759)
H (-0.413, -0.838, 1.994)
H (0.728, -1.388, 0.537)
H (0.796, -0.741, -1.504)
H (0.944, 0.648, -2.719)
H (-1.534, 1.993, 0.584)
H (-1.689, -1.811, 0.273)

Properties
Spin multiplicity = 3
Frontier orbital gap (alpha / beta) = 7.1 / 6.8 eV
LUMO (alpha / beta) = 0.64 / -2.62 eV
Charge = 0
HOMO (alpha / beta) = -6.46 / -9.38 eV


Record 8
The following is a quantum chemistry calculation of a 2-piece molecular cluster, C3H7NO3 overall, from the OMol25 dataset.

Cartesian coordinates (Å):
N (2.514, 1.775, 0.986)
O (2.631, 1.019, -0.222)
C (3.340, -0.201, -0.150)
O (4.078, -0.496, -1.037)
O (3.463, -0.645, 1.104)
H (3.320, 2.385, 1.114)
H (1.716, 2.378, 0.788)
H (3.538, 0.116, 1.717)
C (-4.036, -1.366, -0.120)
C (-3.938, -0.599, -1.209)
H (-4.825, -1.232, 0.605)
H (-3.620, -2.361, -0.092)
H (-3.521, -0.965, -2.135)
H (-4.661, 0.192, -1.348)

Properties
Structure (SMILES) = NOC(=O)O.C=C
Frontier orbital gap = 10.7 eV
LUMO = 0.49 eV
Charge = 0
HOMO = -10.19 eV


Computed values of ΔE to the lowest compared entry with this formula, charge and spin (unit: kJ/mol) for the preceding records, in sequence: 161.1; 60.0; 152.6; 57.5; 326.1; 374.7; 109.1; 434.2.